{
  "formula": "C4H14N2O",
  "method": "wB97M-V/def2-TZVPD",
  "homo_lumo_gap_ev": 9.60,
  "molar_mass_g_mol": 106.169,
  "de_lowest_kj_mol": 196.2,
  "energy_ev": -9401.57304,
  "species": ["C", "N", "C", "C", "C", "N", "H", "H", "H", "H", "H", "H", "H", "H", "H", "H", "H", "H", "O", "H", "H"],
  "positions_angstrom": [[1.651, -1.526, -1.024], [0.508, -0.497, -1.092], [0.007, -0.144, 0.212], [-1.555, -0.071, 0.296], [-1.970, 0.329, 1.695], [-2.071, 0.854, -0.664], [1.517, -2.048, -0.031], [1.595, -2.284, -1.776], [2.519, -0.863, -1.016], [-0.039, -0.893, -1.834], [0.436, -0.656, 1.100], [0.391, 0.903, 0.415], [-1.943, -1.046, 0.027], [-3.009, 0.582, 1.834], [-1.472, 1.231, 2.076], [-1.798, -0.500, 2.420], [-1.911, 0.717, -1.646], [-1.986, 1.836, -0.500], [3.241, 1.607, -0.344], [3.397, 1.344, 0.577], [2.494, 1.126, -0.722]],
  "mulliken_charge": [-0.767, -0.375, -0.495, 0.462, -1.552, -0.585, 0.250, 0.341, 0.240, 0.275, 0.357, 0.157, 0.229, 0.434, 0.341, 0.351, 0.209, 0.196, -0.668, 0.341, 0.260]
}

{
  "formula": "C24H32N4O3S",
  "method": "wB97M-V/def2-TZVPD",
  "homo_lumo_gap_ev": 7.22,
  "molar_mass_g_mol": 456.612,
  "de_lowest_kj_mol": 2751.3,
  "energy_ev": -48319.15330,
  "species": ["C", "C", "C", "C", "N", "C", "S", "N", "N", "C", "C", "C", "C", "C", "O", "C", "C", "O", "N", "C", "C", "C", "C", "C", "C", "C", "C", "C", "C", "O", "C", "C", "H", "H", "H", "H", "H", "H", "H", "H", "H", "H", "H", "H", "H", "H", "H", "H", "H", "H", "H", "H", "H", "H", "H", "H", "H", "H", "H", "H", "H", "H", "H", "H"],
  "positions_angstrom": [[3.146, 3.494, 5.051], [1.803, 2.995, 4.410], [1.232, 1.863, 5.309], [1.651, 0.614, 5.229], [2.971, 0.389, 5.592], [4.232, 0.190, 4.516], [5.540, -0.266, 5.261], [4.097, 0.185, 3.204], [2.855, 0.494, 2.488], [3.064, 0.324, 1.305], [1.974, 0.831, 0.469], [1.870, 1.060, -1.023], [0.812, 1.129, -1.708], [-0.310, 1.645, -1.188], [-1.584, 1.868, -1.629], [-1.219, 1.980, -3.337], [-1.472, 0.812, -3.877], [-0.765, 0.370, -4.998], [-2.009, -0.303, -3.003], [-2.202, -1.675, -3.495], [-1.027, -2.402, -3.775], [0.434, -2.133, -3.717], [-1.265, -3.660, -4.171], [-2.514, -4.379, -4.256], [-2.905, -5.767, -4.639], [-3.493, -3.437, -3.972], [-3.327, -2.274, -3.596], [-4.694, -1.311, -3.355], [-0.574, 1.546, 0.425], [-1.689, 1.789, 0.667], [-1.927, 1.859, 2.281], [0.447, 1.295, 1.056], [3.516, 4.273, 4.391], [3.994, 2.755, 5.007], [3.120, 4.000, 6.218], [1.726, 2.462, 3.596], [1.197, 3.960, 4.352], [1.452, 2.243, 6.433], [0.171, 2.211, 5.225], [1.135, -0.148, 5.882], [1.530, 0.203, 4.097], [3.414, 0.434, 6.366], [4.692, -0.046, 2.701], [3.730, 0.267, 0.722], [2.820, 0.527, -1.632], [0.950, 1.207, -2.837], [-0.674, 2.623, -3.616], [-2.371, 2.468, -3.542], [-2.396, -0.051, -2.177], [0.629, -1.339, -2.892], [0.936, -2.858, -3.602], [0.586, -1.269, -4.496], [-0.319, -4.524, -4.264], [-1.898, -6.473, -4.189], [-3.575, -6.122, -4.087], [-2.942, -5.661, -5.694], [-4.449, -3.921, -3.923], [-4.704, -0.364, -3.865], [-5.686, -1.782, -3.495], [-4.469, -1.082, -2.257], [-2.825, 2.318, 2.338], [-1.735, 0.843, 2.831], [-1.174, 2.535, 2.680], [0.465, 1.186, 2.205]],
  "mulliken_charge": [-1.129, 0.418, -0.459, -0.182, -0.104, 0.227, -0.418, -0.223, 0.005, -0.656, 0.194, -0.837, -0.545, 0.606, -0.533, -1.648, 0.943, -0.652, 0.010, 0.862, 0.920, -1.749, -0.803, 0.064, -1.523, -0.517, 0.449, -1.154, 1.528, -0.449, -0.865, -0.127, 0.402, 0.232, 0.233, -0.369, 0.318, 0.289, 0.284, 0.288, 0.097, 0.057, -0.213, 0.807, 0.144, 0.414, 0.922, 0.320, 0.237, 0.050, 0.876, 0.271, -0.072, 0.243, 0.605, 0.330, 0.322, 0.275, 0.353, 0.279, 0.434, 0.288, 0.320, -0.688]
}

{
  "formula": "C7H12FNO4",
  "method": "wB97M-V/def2-TZVPD",
  "homo_lumo_gap_ev": 9.78,
  "molar_mass_g_mol": 193.174,
  "de_lowest_kj_mol": 454.3,
  "energy_ev": -19845.99699,
  "species": ["C", "C", "C", "C", "F", "N", "O", "O", "H", "H", "H", "H", "H", "H", "H", "H", "O", "C", "O", "C", "C", "H", "H", "H", "H"],
  "positions_angstrom": [[0.653, -3.045, -0.329], [-0.917, -2.921, -0.217], [-1.279, -1.477, 0.132], [-0.629, -0.404, -0.647], [-1.083, -0.368, -1.935], [0.135, 0.546, -0.248], [0.605, 0.677, 0.860], [0.656, 1.497, -1.170], [1.087, -2.742, -1.380], [0.930, -2.437, 0.489], [0.897, -4.128, -0.185], [-1.426, -2.997, -1.141], [-1.535, -3.598, 0.517], [-2.295, -1.259, 0.127], [-1.080, -1.515, 1.267], [1.252, 2.073, -0.728], [3.042, -0.974, 0.816], [3.143, 0.162, 0.606], [3.270, 1.280, 0.344], [-0.070, 4.273, -0.171], [0.766, 3.989, 0.792], [0.041, 5.246, -0.698], [-0.687, 3.532, -0.444], [0.926, 3.051, 1.192], [1.415, 4.717, 1.126]],
  "mulliken_charge": [-0.803, -0.495, -0.814, 0.194, -0.276, 0.779, -0.731, -0.455, 0.218, 0.234, 0.340, 0.305, 0.307, 0.549, 0.262, 0.328, -0.412, 0.848, -0.422, -0.438, -0.666, 0.213, 0.367, 0.328, 0.239]
}

Number 1: E_HOMO -8.64 eV, LUMO level 1.0 eV. Number 2: E_HOMO -7.71 eV, LUMO level -0.5 eV. Number 3: E_HOMO -9.13 eV, LUMO level 0.7 eV.